No. 1
{
  "formula": "C25H46Cl2CoN3O6Si",
  "method": "ωB97M-V/def2-TZVPD",
  "charge": -1,
  "total_energy_ev": -113971.6099,
  "spin_multiplicity": 4,
  "e_homo_ev": [-0.49, -1.16],
  "elements": ["C", "C", "H", "H", "H", "C", "C", "H", "H", "H", "H", "Co", "Cl", "C", "O", "N", "C", "C", "H", "H", "H", "H", "H", "H", "H", "H", "H", "C", "C", "N", "H", "C", "O", "H", "H", "H", "H", "H", "H", "C", "C", "N", "H", "C", "O", "H", "H", "H", "H", "O", "C", "C", "C", "H", "C", "H", "C", "H", "C", "C", "H", "H", "H", "Si", "Cl", "C", "C", "C", "H", "H", "H", "H", "H", "H", "H", "H", "H", "C", "O", "C", "O", "H", "H", "H"],
  "coordinates": [[-2.48476, -0.12158, -5.42256], [-1.59697, -0.84030, -4.43767], [-1.86570, 0.22587, -6.27682], [-2.98331, 0.74062, -4.95526], [-3.27044, -0.79339, -5.82931], [-0.77592, -1.85288, -4.93859], [-0.58163, -2.22159, -6.35839], [-0.13288, -2.36090, -4.26173], [-0.16038, -1.43224, -7.00162], [-1.50381, -2.58028, -6.83874], [0.08368, -3.09687, -6.39942], [1.47365, 0.80844, 0.90653], [-3.86077, 0.84152, -0.57358], [0.22050, -1.76866, 1.43366], [1.30862, -1.09880, 1.39661], [0.20948, -2.73955, 2.33568], [1.48972, -2.98224, 2.98082], [-0.91482, -3.61787, 2.62754], [-0.62569, -1.58720, 0.74558], [2.02364, -2.03469, 3.09926], [2.10621, -3.63967, 2.34159], [1.30488, -3.45830, 3.95115], [-1.85692, -3.09373, 2.43134], [-0.84032, -3.89195, 3.69172], [-0.88146, -4.53374, 2.01463], [1.13267, 4.01448, 5.29949], [-1.18882, 5.01290, 4.59376], [1.33938, 3.80154, 4.24828], [-0.77049, 4.92434, 3.57296], [0.11770, 3.74918, 3.47123], [1.82764, 2.83341, 4.19763], [0.11403, 2.88226, 2.44933], [1.16144, 2.19647, 2.17727], [-1.57403, 4.79997, 2.85866], [-0.79441, 2.80678, 1.86965], [2.03736, 4.55359, 3.84778], [-0.19214, 5.84172, 3.33822], [1.84605, 0.70469, -3.40134], [2.33838, -2.05879, -3.41466], [2.89371, 0.60383, -3.06428], [3.20172, -1.83382, -2.77707], [3.02354, -0.54003, -2.15518], [3.22811, 1.53214, -2.59778], [3.17469, -0.45092, -0.83087], [3.11682, 0.66012, -0.18845], [3.29821, -2.59947, -2.00917], [3.39891, -1.38943, -0.30538], [3.50327, 0.37648, -3.95283], [4.10900, -1.82590, -3.39390], [-1.07455, 0.14923, -3.36169], [-2.00259, -0.83486, -2.94767], [-0.16368, -2.21177, -1.89855], [-1.52243, -1.89234, -2.04593], [0.59424, -1.47712, -2.20941], [0.22042, -3.45743, -1.38816], [-2.99894, -0.44557, -2.72836], [-2.46644, -2.70573, -1.37758], [1.27938, -3.72920, -1.33365], [-0.74801, -4.34287, -0.88617], [-2.08036, -3.93131, -0.85910], [-3.51535, -2.39400, -1.39695], [-0.44951, -5.32276, -0.51399], [-2.82338, -4.58128, -0.42752], [-0.41573, 2.58263, -2.37088], [0.11672, 0.52819, -0.64230], [1.22430, 3.45212, -1.80489], [-1.66021, 3.50761, -1.27721], [-0.50506, 2.70209, -4.23319], [1.84032, 2.80524, -1.16854], [1.00407, 4.36322, -1.22393], [1.84113, 3.75415, -2.66315], [0.33151, 2.13016, -4.66519], [-0.34664, 3.75919, -4.48634], [-1.43513, 2.35084, -4.68510], [-2.11078, 2.87766, -0.49805], [-2.49045, 3.94477, -1.84420], [-1.12786, 4.33118, -0.77302], [-2.68801, 0.21709, 3.12017], [-3.09608, 0.89530, 1.89245], [-3.23195, 0.06596, 0.85409], [-2.95610, -1.11343, 0.93368], [-1.66730, -0.15975, 3.00024], [-3.36345, -0.62175, 3.31590], [-2.74247, 0.96294, 3.91736]],
  "atomic_forces_ev_per_a": [[-0.387, -0.009, -0.270], [-0.520, -0.951, 0.653], [-0.395, -0.072, 0.452], [0.162, -0.192, -0.142], [0.440, 0.265, 0.183], [0.431, -0.067, -0.040], [-0.141, -0.206, -0.383], [0.261, -0.395, 0.518], [0.077, -0.047, -0.280], [-0.112, 0.132, -0.314], [0.066, 0.285, -0.100], [1.051, 0.776, 1.441], [0.130, -0.146, 0.751], [2.624, 1.514, -0.383], [-2.226, -1.920, -0.145], [-0.373, -0.636, 0.577], [0.014, -0.457, 0.305], [0.202, -0.065, -0.159], [0.223, 0.018, 0.537], [-0.193, -0.366, 0.119], [-0.111, 0.157, 0.317], [0.130, -0.003, -0.206], [0.206, -0.135, -0.016], [-0.234, 0.072, -0.338], [-0.051, 0.263, 0.204], [-0.181, 0.194, -0.117], [0.239, -0.099, -0.480], [0.372, 0.129, 0.220], [0.542, -0.526, 0.139], [0.028, 0.638, 0.620], [0.026, 0.034, -0.065], [2.845, -1.241, -0.806], [-3.013, 2.242, 1.612], [-0.194, 0.116, -0.125], [-0.311, -0.075, -0.362], [-0.171, -0.134, 0.120], [-0.356, -0.443, 0.066], [0.299, -0.030, 0.287], [0.145, -0.058, 0.064], [-0.379, -0.269, -0.157], [-0.147, -0.019, -0.444], [0.507, -0.163, 0.555], [-0.100, -0.279, 0.101], [-0.186, 3.114, 0.815], [1.599, -2.552, -1.999], [-0.052, -0.013, -0.054], [-0.280, 0.104, -0.138], [-0.079, 0.155, 0.271], [-0.096, -0.074, 0.024], [0.260, 0.503, -0.002], [0.333, 0.545, -0.732], [0.404, -0.469, -0.311], [-0.553, -0.479, 0.547], [-0.657, -0.545, -0.087], [-0.388, 0.308, 0.398], [0.005, -0.122, 0.154], [0.459, 0.167, -1.192], [-0.311, 0.096, -0.067], [0.298, 0.397, -0.152], [0.219, -0.083, 0.221], [0.341, -0.232, 0.071], [-0.126, 0.157, -0.051], [-0.208, -0.170, 0.130], [0.842, -0.509, 0.884], [-2.381, -0.076, -1.561], [-0.036, 0.056, -0.328], [-0.472, 0.419, -0.032], [0.089, 1.021, -0.444], [-0.168, 0.030, -0.103], [0.037, -0.096, -0.114], [-0.010, -0.004, 0.044], [-0.321, 0.066, 0.203], [-0.019, 0.079, -0.402], [0.176, 0.023, 0.195], [0.266, 0.057, -0.264], [-0.063, 0.034, 0.013], [-0.156, -0.049, -0.051], [0.018, 0.074, -0.490], [-0.194, 0.212, 0.130], [0.800, -1.903, 0.626], [-0.775, 1.700, -0.403], [-0.154, 0.098, 0.049], [0.127, 0.204, -0.010], [-0.009, -0.076, -0.296]],
  "lowdin_spin": [0.001, 0.004, 0.000, 0.001, 0.000, 0.008, 0.002, 0.001, 0.001, 0.001, 0.000, 1.903, 0.006, -0.003, 0.029, -0.003, 0.000, 0.000, 0.002, 0.000, 0.000, 0.000, 0.000, 0.000, 0.000, 0.000, 0.000, 0.001, 0.005, 0.003, 0.000, 0.004, 0.035, 0.002, 0.000, 0.001, 0.002, 0.004, 0.000, 0.003, 0.000, 0.004, 0.000, 0.009, 0.011, 0.000, 0.000, 0.000, 0.000, 0.052, 0.008, 0.002, 0.001, 0.000, 0.000, 0.001, 0.002, 0.000, 0.002, 0.000, 0.000, 0.000, 0.000, 0.417, 0.159, 0.061, 0.085, 0.093, 0.006, 0.014, 0.004, 0.002, 0.021, 0.001, 0.006, 0.007, 0.017, 0.001, 0.001, 0.002, 0.000, 0.000, 0.000, 0.000]
}

No. 2
{
  "formula": "C2H4INO",
  "method": "ωB97M-V/def2-TZVPD",
  "charge": 0,
  "total_energy_ev": -13774.5744,
  "e_homo_ev": -9.15,
  "elements": ["C", "C", "N", "O", "I", "H", "H", "H", "H"],
  "coordinates": [[0.95797, 0.76428, 0.08692], [0.35163, -0.37354, -0.62166], [-1.13992, -0.92523, 0.37349], [1.98965, 0.70816, 0.70167], [-2.60093, 0.47979, 0.29654], [0.37864, 1.70584, 0.01887], [-0.11527, -0.15807, -1.57147], [0.92556, -1.29201, -0.59787], [-0.74733, -0.90922, 1.31350]],
  "atomic_forces_ev_per_a": [[-0.181, 0.620, -0.009], [-3.106, -1.836, 1.920], [3.227, 0.715, -2.072], [0.116, -0.124, 0.091], [-0.186, 0.289, 0.052], [0.075, -0.009, 0.116], [-0.007, 0.095, -0.120], [0.133, 0.070, -0.076], [-0.070, 0.181, 0.099]],
  "mulliken_charge": [0.232, -0.459, -0.630, -0.441, 0.123, 0.296, 0.287, 0.283, 0.309]
}

No. 3
{
  "formula": "C5H8O",
  "method": "ωB97M-V/def2-TZVPD",
  "charge": 0,
  "total_energy_ev": -7358.1474,
  "e_homo_ev": -9.08,
  "elements": ["C", "C", "C", "C", "C", "O", "H", "H", "H", "H", "H", "H", "H", "H"],
  "coordinates": [[0.38605, -0.23677, -1.83821], [-0.04641, 0.18441, -0.40616], [0.85378, -0.36843, 0.70868], [-0.52627, -0.24199, 1.30568], [-0.80103, 1.16848, 0.83239], [-1.13839, -0.70013, 0.05820], [0.26594, -1.33804, -1.81564], [1.44792, -0.06892, -2.08553], [-0.22475, 0.13585, -2.66008], [1.15358, -1.40693, 0.52720], [1.66975, 0.22666, 1.12628], [-0.89368, -0.75059, 2.19510], [-1.89538, 1.33237, 0.96476], [-0.25110, 2.06403, 1.08733]],
  "atomic_forces_ev_per_a": [[-0.310, 0.415, 0.112], [-0.762, -0.569, 0.068], [0.105, -0.041, 0.222], [-0.246, -0.168, 0.475], [0.620, 0.333, -0.671], [0.279, -1.695, -0.061], [-0.080, 0.538, 0.088], [-0.426, 0.352, 0.416], [-0.070, 0.139, 0.134], [-0.008, 0.214, -0.048], [-0.190, 0.106, -0.120], [-0.068, 0.333, 0.122], [0.702, 0.086, -1.326], [0.453, -0.043, 0.588]],
  "mulliken_charge": [-1.140, 0.475, -0.612, -0.134, -0.625, -0.476, 0.296, 0.298, 0.321, 0.286, 0.275, 0.479, 0.248, 0.309]
}

Looking at relative energy (zero: lowest compared OMol25 entry of this formula, charge and spin) for the records above, in order, we have 866.4; 178.2; 396.3 kJ/mol.